ORCA calculation (ωB97M-V/def2-TZVPD) on a 17-piece molecular cluster, C85H85N17 overall in a non-equilibrium geometry.

Structure (XYZ):
```
187
Properties=species:S:1:pos:R:3:forces:R:3:mulliken_charge:R:1
N 2.532 -3.429 0.949 -0.20 0.17 -0.30 0.2055
C 2.139 -3.246 -0.303 -0.20 1.43 0.17 0.1308
C 2.269 -4.130 -1.317 0.24 -1.94 -2.51 0.3124
C 2.951 -5.342 -1.094 -1.24 0.71 0.94 -0.9899
C 3.326 -5.568 0.235 0.03 -0.33 -1.80 -1.0323
C 3.083 -4.604 1.180 0.31 0.01 0.45 -0.7351
H 1.733 -2.288 -0.556 -0.47 0.56 0.21 0.3588
H 1.808 -3.931 -2.324 0.71 -0.03 1.23 0.1452
H 3.002 -6.123 -1.849 0.28 0.28 0.08 0.4754
H 3.804 -6.499 0.438 0.27 -0.41 0.61 0.4807
H 3.376 -4.743 2.186 0.34 -0.40 1.02 0.6173
N 4.497 4.647 1.258 -0.69 -0.52 -0.28 -0.1226
C 5.515 4.131 0.545 0.15 2.72 0.76 -0.4522
C 6.460 5.009 -0.013 -0.28 -1.98 -0.16 -0.6696
C 6.264 6.356 0.052 0.57 0.61 -0.77 -0.2740
C 5.089 6.846 0.529 -1.01 -0.09 1.08 -0.7628
C 4.248 5.950 1.207 0.62 0.63 -0.87 -0.1898
H 5.585 3.077 0.550 0.27 -1.00 -0.19 0.7072
H 7.296 4.638 -0.580 0.30 -0.27 0.15 0.3719
H 7.018 7.011 -0.352 0.04 0.17 -0.19 0.3863
H 4.828 7.886 0.427 0.00 0.16 0.21 0.4079
H 3.348 6.363 1.654 0.00 -0.43 0.23 0.4953
N -1.416 2.421 -6.504 -0.98 -0.48 -1.08 -0.3791
C -2.118 1.811 -7.505 1.81 -0.70 1.59 -0.4350
C -1.684 0.642 -8.141 0.45 1.14 -0.38 -0.6383
C -0.398 0.176 -7.847 -1.23 -0.52 0.38 -0.4876
C 0.216 0.717 -6.753 0.80 0.25 -0.26 -0.0623
C -0.296 1.832 -6.134 0.38 1.01 -0.40 -0.0690
H -3.013 2.301 -7.743 -1.23 0.41 -0.49 0.4861
H -2.251 0.260 -8.974 -0.11 -0.18 -0.05 0.4462
H 0.059 -0.659 -8.355 -0.08 -0.06 -0.22 0.4898
H 1.182 0.388 -6.449 0.62 -0.39 0.20 0.4465
H 0.364 2.414 -5.495 -0.36 -0.27 0.57 0.2556
N 1.347 -2.802 -5.607 0.39 -0.83 -2.04 -0.6489
C 0.078 -2.475 -5.864 -0.07 0.98 1.95 -0.9913
C -0.664 -1.647 -5.008 0.44 -0.43 0.45 -0.3765
C -0.036 -1.135 -3.862 -0.14 0.02 -0.20 1.1709
C 1.288 -1.503 -3.666 0.44 0.19 0.54 0.3007
C 1.985 -2.314 -4.577 -0.56 0.89 1.83 -0.9058
H -0.423 -2.831 -6.735 0.12 -0.58 -0.59 0.5521
H -1.720 -1.508 -5.193 -0.02 0.36 -0.12 0.4889
H -0.531 -0.438 -3.147 0.30 -0.81 -0.65 -0.5846
H 1.813 -1.204 -2.763 -0.10 0.26 -0.11 0.5163
H 3.052 -2.531 -4.307 -1.02 -0.21 -0.86 0.4397
N -5.677 2.204 -0.439 0.02 1.98 1.44 -0.3647
C -5.667 1.653 0.800 -0.03 -0.77 -0.24 -0.4931
C -5.378 2.314 1.990 0.27 1.65 -1.62 -0.1732
C -5.144 3.708 1.942 0.04 -1.11 0.02 -0.0652
C -5.152 4.347 0.722 0.52 0.05 -1.29 -0.5134
C -5.435 3.554 -0.439 0.74 -0.68 1.23 -0.4567
H -5.847 0.557 0.874 0.16 0.92 -0.32 0.3953
H -5.127 1.750 2.840 -0.28 -0.65 1.14 0.4420
H -4.861 4.249 2.831 0.01 -0.02 0.12 0.2614
H -4.717 5.399 0.648 -1.14 -1.47 -0.15 0.3978
H -5.292 4.013 -1.394 -0.23 0.11 -0.61 0.4619
N 7.262 -0.213 0.464 -0.24 0.73 -0.45 -0.6536
C 7.929 -1.196 -0.143 -1.24 -0.77 1.40 -0.8077
C 7.441 -2.506 -0.204 -0.13 0.87 -0.84 -0.5813
C 6.156 -2.764 0.243 -0.66 1.28 0.69 -0.5465
C 5.405 -1.716 0.812 1.56 1.15 -0.82 2.0667
C 6.013 -0.415 0.863 -0.89 -1.66 0.60 0.1919
H 8.894 -0.921 -0.464 1.07 0.04 -0.56 0.4981
H 7.962 -3.246 -0.784 0.37 -0.29 0.14 0.4715
H 5.722 -3.735 0.122 -0.18 -0.45 0.04 0.3962
H 4.381 -1.822 1.108 -0.24 -0.24 0.19 -1.0707
H 5.427 0.422 1.305 0.61 -0.60 -0.39 0.0163
N -0.077 5.316 2.173 -1.17 -0.07 0.82 -0.5541
C 0.935 4.907 1.453 0.35 -0.11 -0.89 -0.5447
C 0.916 4.883 0.058 1.44 -0.26 -0.30 0.1280
C -0.227 5.164 -0.641 0.60 0.07 -0.90 -0.7604
C -1.314 5.437 0.141 -1.70 0.70 0.44 -0.2897
C -1.215 5.563 1.530 -0.12 0.25 -0.23 -0.4648
H 1.776 4.597 2.032 0.83 -0.09 -0.03 0.6441
H 1.813 4.696 -0.527 0.08 -0.26 0.42 0.3263
H -0.210 5.213 -1.765 -0.33 -0.16 1.43 0.6201
H -2.253 5.636 -0.342 -0.42 0.10 -0.04 0.4424
H -2.042 5.926 2.172 0.35 -0.35 -0.70 0.3953
N 3.241 0.710 2.546 0.68 -2.17 -1.13 0.7598
C 3.116 1.922 2.987 -0.73 1.96 -0.15 -0.7122
C 2.530 2.192 4.190 -0.46 -0.88 1.97 -0.5880
C 2.101 1.107 4.990 -0.27 0.72 -0.50 -0.6628
C 2.256 -0.188 4.542 1.25 1.63 -2.55 -1.1928
C 2.861 -0.345 3.265 -0.20 0.54 0.72 -0.2256
H 3.338 2.753 2.308 0.37 -0.31 0.19 0.4516
H 2.411 3.180 4.595 -0.04 0.42 -0.22 0.5691
H 1.525 1.281 5.897 0.35 0.10 0.02 0.4316
H 1.857 -0.977 5.054 -0.73 -2.06 1.19 1.0609
H 3.039 -1.293 2.755 -0.33 -0.09 0.53 0.2225
N 6.422 -2.904 5.954 -1.13 -0.67 1.19 -0.6210
C 6.065 -1.727 5.444 1.05 -0.45 -0.19 -0.2118
C 6.733 -1.216 4.342 -0.53 0.52 0.03 -0.1934
C 7.684 -1.995 3.708 0.39 0.58 -0.66 -0.1477
C 7.925 -3.283 4.190 0.65 0.11 -0.57 -0.3937
C 7.306 -3.693 5.361 -0.10 -0.05 -1.13 -0.2202
H 5.270 -1.153 5.919 0.16 -0.26 0.14 0.4169
H 6.459 -0.215 4.001 0.24 -0.32 -0.12 0.3655
H 8.202 -1.515 2.840 -0.37 -0.94 0.71 0.3725
H 8.596 -3.976 3.674 -0.12 0.37 0.13 0.3556
H 7.486 -4.751 5.669 -0.32 1.14 0.42 0.2979
N -2.619 1.317 5.114 -0.66 0.32 -0.18 -0.2340
C -3.924 1.555 5.352 0.65 -1.89 0.68 -0.1758
C -4.439 2.821 5.371 -1.17 0.23 -0.41 -0.3384
C -3.631 3.870 5.039 0.31 1.78 0.07 -0.4180
C -2.302 3.681 4.776 0.18 -0.30 -1.12 -0.4605
C -1.872 2.370 4.789 2.00 -1.05 0.46 -0.3133
H -4.510 0.631 5.604 0.34 1.14 -0.37 0.3189
H -5.490 3.035 5.466 -0.27 -0.32 0.38 0.3715
H -3.996 4.899 4.970 -0.26 -0.38 0.13 0.4393
H -1.688 4.460 4.334 0.16 -0.01 0.50 0.5020
H -0.787 2.114 4.627 -1.13 0.43 -0.10 0.2854
N 1.711 2.198 -2.212 1.22 -0.35 -0.93 0.2073
C 2.613 1.860 -3.165 -1.88 0.66 -0.37 -0.8518
C 3.597 0.929 -3.015 0.88 -0.03 -0.33 -0.5062
C 3.820 0.377 -1.781 -0.84 0.28 0.62 -0.4390
C 2.885 0.673 -0.771 1.94 -0.93 -1.22 0.4589
C 1.888 1.565 -1.059 -0.23 0.29 0.05 -1.0706
H 2.463 2.319 -4.140 0.01 0.10 0.12 0.4220
H 4.226 0.658 -3.849 0.13 0.18 -0.15 0.4684
H 4.705 -0.218 -1.654 0.01 -0.49 0.41 0.3966
H 3.025 0.195 0.170 -0.27 0.11 0.81 0.0584
H 1.223 1.833 -0.288 -0.94 0.23 0.86 0.8949
N -4.402 -1.382 -2.805 1.57 0.19 0.60 0.0233
C -5.433 -1.011 -2.096 -1.08 0.72 0.85 -0.0773
C -6.550 -1.833 -1.925 -2.37 1.34 1.58 -0.6558
C -6.506 -3.091 -2.392 -0.68 -2.07 -2.50 -0.4757
C -5.359 -3.523 -3.094 -1.38 0.08 1.61 -0.8049
C -4.325 -2.653 -3.190 0.28 -0.20 -0.74 -0.0899
H -5.400 -0.043 -1.576 -0.04 -0.07 -0.68 0.6696
H -7.557 -1.523 -1.444 2.16 -0.04 -0.60 0.2791
H -7.423 -3.723 -2.497 0.88 0.53 0.71 0.3353
H -5.321 -4.527 -3.429 0.29 -0.72 -0.42 0.5323
H -3.411 -3.027 -3.612 0.49 0.34 -0.37 0.3160
N -0.991 -1.118 0.163 0.13 -0.73 -0.80 1.3915
C -1.749 -0.220 -0.455 -0.17 -0.13 -0.42 -1.2497
C -1.825 1.075 -0.029 0.17 0.98 1.53 -0.2122
C -1.078 1.461 1.125 -1.30 -1.22 -1.33 -0.5453
C -0.324 0.496 1.773 -0.19 1.04 0.42 0.1460
C -0.296 -0.766 1.215 1.58 -2.43 1.55 0.3736
H -2.343 -0.572 -1.303 0.05 0.00 0.14 0.3793
H -2.591 1.743 -0.411 0.34 0.11 -0.31 0.6388
H -1.290 2.442 1.483 0.36 0.66 0.55 0.1536
H 0.128 0.711 2.741 0.22 -0.11 -0.34 -0.2533
H 0.313 -1.656 1.706 -1.16 2.10 -0.87 -0.7175
N -5.204 -1.155 2.529 -0.74 -0.08 0.05 -0.1123
C -4.353 -1.466 1.550 0.04 0.53 0.09 -1.2837
C -4.467 -2.610 0.794 -0.65 -0.59 -1.24 1.3287
C -5.498 -3.514 1.061 -0.46 0.44 0.68 -1.0017
C -6.371 -3.224 2.101 -1.20 0.51 0.16 -0.8682
C -6.243 -1.983 2.735 1.75 -0.87 0.01 -0.7680
H -3.599 -0.706 1.301 -0.19 -0.45 0.28 1.1510
H -3.920 -2.704 -0.143 0.31 -0.15 0.45 0.1297
H -5.768 -4.373 0.478 0.64 -0.30 -0.46 0.5242
H -7.284 -3.835 2.346 1.23 0.47 -0.37 0.3608
H -6.893 -1.738 3.539 -0.64 0.43 0.47 0.4691
N -2.324 4.523 -3.699 0.46 -0.59 1.23 -0.5074
C -1.850 3.371 -3.202 0.56 -0.66 -0.88 0.1580
C -2.485 2.141 -3.339 0.40 0.15 1.59 1.1104
C -3.761 2.132 -3.824 -1.16 -0.28 -1.29 -0.2667
C -4.292 3.296 -4.390 2.29 0.35 1.76 -0.8006
C -3.538 4.473 -4.226 -0.25 -1.11 -0.50 -0.7229
H -0.859 3.279 -2.748 -0.09 0.80 -0.12 0.3117
H -2.010 1.276 -2.845 -0.43 0.40 -0.58 -0.5058
H -4.357 1.222 -3.848 0.21 0.02 0.01 0.1847
H -5.238 3.297 -4.820 -1.53 0.14 -0.67 0.5512
H -3.908 5.417 -4.542 -0.45 0.68 -0.48 0.4923
N 0.066 -2.818 4.105 0.67 -2.67 -2.56 -0.3186
C -0.900 -2.119 4.607 -1.40 0.92 0.86 -0.1628
C -2.265 -2.324 4.436 -1.14 0.02 0.25 -0.4391
C -2.719 -3.393 3.691 0.55 -1.01 -0.52 -0.1435
C -1.733 -4.230 3.141 2.33 0.87 0.03 -0.4588
C -0.330 -3.868 3.297 -1.71 -0.19 0.10 -0.1175
H -0.613 -1.289 5.214 0.22 0.56 0.44 0.3818
H -3.012 -1.687 4.931 0.65 0.02 -0.30 0.2637
H -3.782 -3.615 3.489 0.64 0.28 0.38 0.4725
H -1.948 -5.116 2.544 -0.16 0.32 0.09 0.4858
H 0.412 -4.462 2.675 -0.65 0.95 1.28 0.1190
N -2.501 -5.365 -0.473 0.46 -0.40 0.10 -0.3122
C -1.709 -4.306 -0.419 -0.01 1.60 0.79 -0.9403
C -1.021 -3.743 -1.496 0.04 -0.21 0.21 1.4263
C -0.988 -4.497 -2.657 0.35 0.94 -0.19 -0.2776
C -1.747 -5.652 -2.717 -0.05 -0.89 -1.13 -0.4694
C -2.503 -6.037 -1.623 -0.09 0.26 0.12 -0.7706
H -1.645 -3.786 0.553 -0.19 -0.23 -0.55 0.5414
H -0.549 -2.748 -1.396 -0.21 -0.95 0.04 -0.1689
H -0.364 -4.104 -3.471 -0.49 -0.50 0.01 0.1611
H -1.782 -6.265 -3.637 0.11 0.41 0.64 0.3587
H -3.136 -6.912 -1.628 -0.06 -0.15 -0.28 0.4304
```
Forces are in eV/Å.

Results
Gap between HOMO and LUMO, hartree: 0.3530
E_HOMO, hartree: -0.332
Energy above the lowest of the compared OMol25 structures with the same formula, charge and spin, eV: 0.0000
Largest force on an atom, eV/A: 3.8